No. 1
Computed, not measured: C19H25CsN5O2 as an isolated structure in a non-equilibrium geometry, with wB97M-V/def2-TZVPD.

The energy above the lowest of the compared OMol25 structures with the same formula, charge and spin is 0.073 eV. For the highest occupied orbital energy, the calculation gives -2.9 eV. The total charge is -1. The spin multiplicity is 1.

The geometry in XYZ format:
```
52
Properties=species:S:1:pos:R:3:forces:R:3
Cs 0.803574 0.674705 -2.688285 -0.6 0.1 -1.2
C 0.666266 4.876560 0.096852 0.0 -0.1 -0.1
C 0.972319 3.405873 -0.252768 0.2 0.4 0.4
O 0.384160 2.945523 -1.285295 0.0 0.2 0.3
C 1.833426 2.787692 0.638858 -0.1 -0.2 -0.2
C 2.332160 1.424132 0.691591 -0.1 0.1 -0.1
C 3.088132 1.044206 1.946965 0.0 0.2 0.0
N 2.163730 0.564548 -0.261756 0.3 -0.3 0.3
N 2.725727 -0.687149 0.033305 0.2 0.0 0.3
C 2.634880 -1.601771 -0.899603 -0.1 0.2 0.1
O 2.100643 -1.539806 -2.051704 0.3 -0.5 0.2
C 3.271694 -2.916723 -0.496981 0.0 0.0 -0.1
C 3.864773 -3.118170 0.749538 0.0 0.1 -0.1
C 4.434805 -4.339206 1.069599 0.0 0.0 0.0
C 4.424513 -5.384523 0.150616 0.0 0.0 0.0
C 3.836209 -5.192547 -1.091077 0.0 0.0 0.0
C 3.264158 -3.966307 -1.409164 0.0 -0.1 0.0
H 0.178636 5.369286 -0.744971 0.0 -0.1 0.0
H 1.578338 5.420269 0.345835 0.0 0.0 0.1
H -0.004410 4.926598 0.959005 0.0 0.0 0.0
H 2.162312 3.424535 1.451647 0.0 0.0 0.0
H 3.151430 1.899498 2.620987 0.0 0.0 0.0
H 4.088877 0.692245 1.696093 0.0 0.0 0.0
H 2.583615 0.217664 2.448355 0.0 0.0 0.0
H 3.858577 -2.287610 1.442646 0.0 0.0 0.0
H 4.892673 -4.484374 2.041836 0.0 0.0 0.0
H 4.871780 -6.338954 0.403432 0.0 0.0 0.0
H 3.824625 -6.002729 -1.811671 0.0 0.0 0.0
H 2.797581 -3.790688 -2.369770 0.0 0.0 0.0
C -3.530756 2.415337 1.376333 0.0 0.0 0.0
C -2.800288 3.010514 0.188462 0.0 0.0 0.0
N -2.151594 1.961483 -0.553923 -0.1 0.0 -0.1
C -2.659211 0.711904 -0.742833 0.0 0.0 0.1
N -2.159899 -0.030049 -1.668181 0.1 0.0 0.0
C -2.565318 -1.415964 -1.794899 0.0 0.0 0.0
C -3.315769 -1.955445 -0.585150 0.0 0.0 0.0
C -4.342097 -0.922931 -0.160976 0.0 0.0 0.0
N -3.660198 0.315177 0.147090 0.0 0.0 0.0
C -4.430128 1.301568 0.875254 0.0 0.0 0.0
H -4.124488 3.174960 1.888631 0.0 0.0 0.0
H -2.804494 2.001161 2.078793 0.0 0.0 0.0
H -2.031261 3.713215 0.508811 0.0 0.0 0.0
H -3.515609 3.570853 -0.433847 0.0 0.0 0.0
H -1.294072 2.204027 -1.052329 0.0 0.0 0.1
H -1.673366 -2.023233 -1.974740 0.0 0.0 0.0
H -3.193764 -1.523333 -2.689713 0.0 0.0 0.0
H -2.617406 -2.114082 0.239739 0.0 0.0 0.0
H -3.800774 -2.906820 -0.814243 0.0 0.0 0.0
H -4.875106 -1.244307 0.737801 0.0 0.0 0.0
H -5.091995 -0.784465 -0.957050 0.0 0.0 0.0
H -4.913862 0.792385 1.713472 0.0 0.0 0.0
H -5.233745 1.725271 0.249383 0.0 0.0 0.0
```
Positions in Å, forces in eV/Å.


No. 2
Computed, not measured: one molecule with the formula C19H22F4N2O2S, with wB97M-V/def2-TZVPD.

The energy above the lowest of the compared OMol25 structures with the same formula, charge and spin is 0.440 eV. Its structure (SMILES) is C[C@@](F)(C(=O)N[C@H]1CN(C(=O)C2CCSCC2)Cc2ccccc21)C(F)(F)F. For the highest occupied orbital energy, the calculation gives -8.3 eV. The spin multiplicity is 1.

The geometry in XYZ format:
```
50
Properties=species:S:1:pos:R:3:forces:R:3
C -2.592073 -2.923641 1.892660 0.0 0.0 -0.1
C -2.666708 -1.561107 1.240275 -0.2 0.3 -0.3
F -2.888724 -0.596878 2.215816 0.0 0.0 0.0
C -1.348694 -1.255950 0.498742 0.5 -0.5 0.2
O -0.915042 -2.079419 -0.278771 0.0 0.0 0.0
N -0.645054 -0.156325 0.905159 -0.4 0.0 0.7
C 0.739177 -0.367132 1.404478 0.2 0.0 -0.6
C 1.726306 -0.355292 0.240915 -0.1 0.1 0.1
N 1.801960 0.981738 -0.302631 0.1 -0.1 0.0
C 1.294555 1.396033 -1.505615 0.0 0.0 -0.1
O 1.428102 2.550037 -1.878248 0.0 0.0 0.0
C 0.593039 0.363635 -2.372502 0.0 0.0 0.0
C -0.481375 1.041906 -3.222768 0.0 0.0 0.0
C -1.270792 0.027001 -4.035882 0.0 0.0 0.0
S -0.240606 -0.869992 -5.222357 0.0 0.0 0.0
C 0.991338 -1.485545 -4.051938 0.0 0.0 0.0
C 1.630408 -0.370844 -3.235875 0.0 0.0 0.0
C 2.384193 1.958298 0.593813 0.0 0.0 0.0
C 1.849319 1.815280 2.000046 0.0 0.0 0.0
C 2.147558 2.797887 2.941619 0.0 0.0 0.0
C 1.674974 2.709941 4.238549 0.0 0.0 0.0
C 0.894059 1.626057 4.621811 0.0 0.0 0.0
C 0.601617 0.640531 3.697024 0.0 0.0 0.0
C 1.074574 0.724918 2.388379 0.0 0.0 0.0
C -3.856881 -1.443225 0.278187 0.0 0.0 0.0
F -5.014299 -1.587055 0.934849 0.0 0.0 0.0
F -3.865059 -0.239167 -0.312058 0.0 0.0 0.0
F -3.803341 -2.375084 -0.675646 0.0 0.0 0.0
H -2.412640 -3.680491 1.133259 0.0 0.0 0.0
H -1.768360 -2.935848 2.605467 0.0 0.0 0.0
H -3.523632 -3.127948 2.416776 0.0 0.0 0.0
H -1.173745 0.426019 1.541357 0.0 0.0 0.0
H 0.786835 -1.341110 1.902876 0.0 0.0 0.0
H 2.714991 -0.652692 0.606178 0.0 0.0 0.0
H 1.418650 -1.075434 -0.507931 0.0 0.0 0.0
H 0.093662 -0.372114 -1.739605 0.0 0.0 0.0
H -1.163385 1.586583 -2.563486 0.0 0.0 0.0
H -0.017335 1.780018 -3.877644 0.0 0.0 0.0
H -1.766594 -0.693543 -3.379099 0.0 0.0 0.0
H -2.043157 0.519367 -4.626545 0.0 0.0 0.0
H 0.523243 -2.218646 -3.389295 0.0 0.0 0.0
H 1.738774 -2.007494 -4.649690 0.0 0.0 0.0
H 2.117570 0.348777 -3.898706 0.0 0.0 0.0
H 2.411022 -0.798003 -2.597282 0.0 0.0 0.0
H 3.477008 1.861741 0.607943 0.0 0.0 0.0
H 2.155149 2.946181 0.199440 0.0 0.0 0.0
H 2.752188 3.646585 2.642978 0.0 0.0 0.0
H 1.912323 3.487403 4.952855 0.0 0.0 0.0
H 0.522700 1.550206 5.635012 0.0 0.0 0.0
H 0.002185 -0.216149 3.987110 0.0 0.0 0.0
```
Positions in Å, forces in eV/Å.


No. 3
Computed, not measured: one molecule with the formula C18H31N5O3S in a non-equilibrium geometry, with wB97M-V/def2-TZVPD.

The energy above the lowest of the compared OMol25 structures with the same formula, charge and spin is 1.028 eV. Its structure (SMILES) is CCN1CCC[C@@H](ONC(=O)[C@H](CNC(=O)Cc2cnns2)C(C)(C)C)C1. For the highest occupied orbital energy, the calculation gives -8.6 eV. The spin multiplicity is 1.

The geometry in XYZ format:
```
58
Properties=species:S:1:pos:R:3:forces:R:3
C -2.739924 -2.184117 -1.255094 0.1 -0.2 0.2
C -3.661332 -0.970717 -1.284983 0.0 -0.5 0.0
N -2.945200 0.295736 -1.343905 -1.2 0.1 0.5
C -3.887572 1.383268 -1.584974 -0.1 0.2 0.1
C -3.196274 2.738397 -1.639779 -0.2 0.1 -0.1
C -2.371873 2.999543 -0.382191 0.0 -0.1 -0.2
C -1.406634 1.846515 -0.198759 -0.5 0.3 -0.1
O -0.663865 2.079410 0.999647 -0.1 0.0 0.0
N 0.526517 1.392965 0.963836 0.1 0.3 0.0
C 0.671686 0.233700 1.646127 0.1 -0.9 0.4
O -0.255944 -0.396241 2.118690 -0.2 0.2 -0.1
C 2.099460 -0.289997 1.664085 0.4 0.8 -0.2
C 2.255529 -1.308211 0.537800 0.1 -0.3 0.0
N 1.821870 -0.796194 -0.747950 -0.3 -0.3 -0.3
C 2.381334 0.257277 -1.365933 0.2 0.3 0.2
O 3.310732 0.893061 -0.890685 0.0 -0.1 0.0
C 1.790042 0.693887 -2.702363 -0.1 -0.4 -0.2
C 0.626139 -0.102913 -3.207006 -0.8 -0.2 -0.6
C 0.564976 -1.134363 -4.112056 1.5 0.3 0.1
N -0.646628 -1.643046 -4.348672 -1.3 0.0 0.1
N -1.600267 -1.074801 -3.681459 1.0 0.5 -0.5
S -0.988274 0.149763 -2.708528 1.5 0.1 -1.0
C 2.589499 -0.776160 3.040787 0.0 -0.3 0.4
C 1.957418 -2.107388 3.457970 -0.2 -0.2 0.0
C 2.265933 0.276783 4.103234 -0.2 0.2 0.0
C 4.112517 -0.950015 3.000319 0.1 0.0 -0.2
C -2.149930 0.516922 -0.142621 0.0 -0.1 0.3
H -3.324000 -3.100634 -1.347193 -0.1 0.0 0.0
H -2.034561 -2.157622 -2.086304 -0.4 -0.3 0.4
H -2.176352 -2.252142 -0.323785 -0.1 0.0 0.1
H -4.290236 -1.043881 -2.174508 0.0 0.1 0.0
H -4.337663 -0.993166 -0.414364 0.0 0.0 0.0
H -4.398447 1.197567 -2.531509 0.0 -0.1 0.0
H -4.667315 1.395331 -0.802450 0.0 0.0 0.0
H -2.572708 2.791069 -2.536711 0.1 0.0 0.1
H -3.950793 3.519640 -1.753379 0.0 0.0 0.0
H -1.833394 3.943620 -0.474333 0.0 0.0 0.1
H -3.042483 3.062345 0.478550 0.1 0.0 0.1
H -0.718165 1.825117 -1.051042 0.1 0.2 0.3
H 1.314493 1.975497 0.723168 0.1 -0.1 0.1
H 2.749773 0.554631 1.408352 0.0 -0.1 -0.1
H 3.291384 -1.640781 0.462124 0.1 0.1 0.0
H 1.654956 -2.192418 0.749166 -0.1 0.0 0.0
H 1.036694 -1.243435 -1.191867 0.0 0.0 0.0
H 1.520771 1.744534 -2.597666 0.0 0.0 0.1
H 2.609636 0.661889 -3.420948 0.0 0.0 0.0
H 1.415142 -1.552981 -4.633049 0.0 -0.1 0.0
H 2.221354 -2.919254 2.775687 0.0 0.0 0.0
H 2.302461 -2.400521 4.451830 0.1 0.1 0.0
H 0.870132 -2.042026 3.495738 0.0 0.1 -0.1
H 2.661789 1.258594 3.827656 0.0 0.0 0.0
H 1.189648 0.381730 4.254237 0.0 0.0 -0.1
H 2.700844 0.003698 5.065210 0.1 -0.1 0.0
H 4.612898 -0.040477 2.658251 0.0 0.0 0.0
H 4.498878 -1.182891 3.993374 -0.1 0.0 0.1
H 4.421525 -1.765315 2.342812 0.0 0.0 0.0
H -2.767895 0.473824 0.769145 0.0 0.1 0.0
H -1.418279 -0.284631 -0.051718 0.0 0.0 0.0
```
Positions in Å, forces in eV/Å.


No. 4
Computed, not measured: one molecule with the formula C4H7NO2, with wB97M-V/def2-TZVPD.

The energy above the lowest of the compared OMol25 structures with the same formula, charge and spin is 2.132 eV. Its structure (SMILES) is C/N=C1\COCO1. For the highest occupied orbital energy, the calculation gives -9.3 eV. The spin multiplicity is 1.

The geometry in XYZ format:
```
14
Properties=species:S:1:pos:R:3:forces:R:3
C 2.418600 -0.005364 -0.674652 0.1 0.1 0.1
N 1.092921 -0.586563 -0.756707 -0.3 0.1 0.5
C -0.002731 -0.247713 -0.242973 0.4 -0.2 0.0
C -0.652089 0.953176 0.500179 0.5 -0.1 -0.1
O -2.045842 0.684981 0.434991 0.3 -0.1 -0.1
C -2.173273 -0.713936 0.340301 -0.2 -0.1 0.1
O -1.003742 -1.194150 -0.282415 -0.1 0.1 -0.2
H 2.845783 0.148050 -1.683305 -0.4 0.1 0.4
H 2.525639 0.911996 -0.073345 -0.2 0.0 -0.3
H 3.089913 -0.745877 -0.205241 -0.4 0.1 -0.1
H -0.485491 1.930112 0.037501 0.2 -0.3 -0.1
H -0.286657 1.000584 1.541741 -0.1 -0.1 -0.2
H -3.038262 -0.983562 -0.284745 0.3 0.3 0.2
H -2.284773 -1.151729 1.348672 0.2 0.0 -0.2
```
Positions in Å, forces in eV/Å.


No. 5
Computed, not measured: H22HeO11 as an isolated structure in a non-equilibrium geometry, with wB97M-V/def2-TZVPD.

The energy above the lowest of the compared OMol25 structures with the same formula, charge and spin is 0.455 eV. For the highest occupied orbital energy, the calculation gives -10.9 eV. The spin multiplicity is 1.

The geometry in XYZ format:
```
34
Properties=species:S:1:pos:R:3:forces:R:3
He -0.176411 0.105932 -0.784255 0.0 -0.1 0.0
O -1.660534 1.601180 1.469988 0.5 0.1 0.6
H -2.136633 2.273387 1.957538 -0.1 0.3 0.2
H -1.957752 1.704606 0.565992 -0.3 -0.2 -0.8
O -3.322773 -0.448264 2.446735 -0.5 -0.3 0.2
H -2.618704 0.183766 2.301604 0.4 0.3 -0.3
H -2.904148 -1.302478 2.340383 0.0 -0.2 0.0
O 0.720583 -2.957945 -1.045165 -1.2 0.1 -0.7
H 1.636277 -2.892174 -0.774201 0.7 0.1 0.4
H 0.276955 -3.357195 -0.296820 0.0 -0.1 0.2
O 1.134327 2.552568 2.365083 0.5 0.1 0.0
H 0.674843 2.760075 3.178746 -0.1 0.1 0.2
H 0.440377 2.305175 1.753973 -0.4 -0.2 -0.2
O 1.684369 1.833692 -1.469350 0.4 -0.2 0.3
H 1.158194 1.972131 -2.256874 -0.5 0.1 -0.3
H 1.544305 2.622427 -0.945410 0.0 0.2 0.1
O -0.798261 2.582513 -2.968925 0.8 0.3 -0.4
H -1.416804 2.199206 -2.347068 -0.5 -0.2 0.5
H -0.795927 1.976278 -3.709681 -0.1 -0.1 -0.3
O 0.909925 -2.476834 2.572070 0.0 -0.2 -0.3
H 1.498256 -2.813483 3.247913 0.1 -0.2 0.3
H 1.014764 -1.526328 2.614383 -0.1 0.4 0.1
O -2.555903 1.303987 -1.238443 0.1 0.5 0.2
H -2.232745 0.422190 -1.423485 0.0 -0.9 0.0
H -3.481596 1.276012 -1.480371 -0.3 0.0 0.0
O 3.662117 -0.109616 -1.050812 0.3 -0.7 0.3
H 2.951501 0.528394 -1.115489 -0.6 0.6 -0.2
H 4.352711 0.348109 -0.571431 0.2 0.1 0.1
O -2.247050 -1.765728 -1.943583 -0.3 0.6 -0.1
H -2.591688 -2.444863 -1.363734 -0.1 -0.1 0.1
H -1.296181 -1.853538 -1.877424 0.7 -0.3 0.0
O 2.980427 -2.524006 0.443427 0.3 -0.5 0.0
H 2.471554 -2.461589 1.251743 -0.4 -0.2 0.3
H 3.081624 -1.617585 0.152940 0.4 0.7 -0.5
```
Positions in Å, forces in eV/Å.


No. 6
Computed, not measured: C2H4N4 as an isolated structure in a non-equilibrium geometry, with wB97M-V/def2-TZVPD.

The energy above the lowest of the compared OMol25 structures with the same formula, charge and spin is 7.362 eV. For the highest occupied orbital energy, the calculation gives -10.1 eV. The spin multiplicity is 1.

The geometry in XYZ format:
```
10
Properties=species:S:1:pos:R:3:forces:R:3
C -2.085570 0.306955 0.552937 -0.7 0.7 2.3
C 0.358854 0.371686 0.471229 -1.4 -4.8 -0.8
N -2.180058 -0.783983 -0.149176 -0.9 -0.1 2.0
N -0.867508 0.748315 0.003518 -1.4 2.3 -1.2
N -0.958767 -0.480283 -0.739529 2.5 0.6 -1.8
N 0.364556 -0.850385 -0.044150 -0.4 1.5 0.4
H -2.629145 0.820903 1.458037 0.7 -1.2 -2.3
H -1.554684 -2.861433 1.979329 -1.0 -5.2 2.7
H 0.882580 0.740199 1.274217 1.6 1.2 1.2
H -1.440416 -2.306655 1.699826 1.1 5.0 -2.5
```
Positions in Å, forces in eV/Å.